The following is a quantum chemistry calculation of a molecular structure, C66H80N5O6Rb, from OMol25.

The geometry in XYZ format:
```
158
C66H80N5O6Rb (ωB97M-V/def2-TZVPD)
Rb 1.451 -0.655 -1.186
C -1.357 0.640 1.104
O -0.304 1.071 0.229
C -0.248 2.436 0.140
C -0.950 3.077 -0.883
C -1.526 2.328 -2.078
C -2.479 1.174 -1.868
C -3.817 1.391 -1.588
C -4.722 0.348 -1.398
C -4.189 -0.945 -1.418
C -2.853 -1.214 -1.656
C -2.283 -2.604 -1.425
C -1.920 -2.773 0.045
C -2.952 -2.725 0.978
C -2.720 -2.705 2.342
C -1.395 -2.671 2.762
C -0.323 -2.717 1.882
C 1.076 -2.469 2.449
C 1.150 -1.089 3.075
C 0.720 -0.856 4.370
C 0.575 0.425 4.914
C 0.845 1.489 4.054
C 1.323 1.308 2.768
C 1.648 2.482 1.880
C 0.574 3.145 1.027
C 0.526 4.533 0.970
C -0.257 5.223 0.046
C -0.959 4.473 -0.889
C -0.289 6.751 0.076
C -0.869 7.213 1.421
C 1.133 7.309 -0.077
C -1.149 7.338 -1.043
C 1.594 0.000 2.255
O 2.147 -0.184 1.123
C 0.164 0.602 6.375
C 1.216 -0.045 7.288
C 0.042 2.076 6.764
C -1.195 -0.059 6.642
C -0.608 -2.863 0.515
O 0.419 -3.024 -0.397
C 1.177 -4.221 -0.251
C -3.846 -2.566 3.363
C -5.220 -2.824 2.746
C -3.645 -3.554 4.519
C -3.817 -1.131 3.906
C -1.962 -0.151 -2.006
O -0.760 -0.372 -2.380
C -6.217 0.557 -1.164
C -6.594 2.039 -1.145
C -7.020 -0.122 -2.284
C -6.634 -0.055 0.180
H -2.329 0.943 0.704
H -1.204 1.047 2.107
H -1.305 -0.444 1.145
H -0.676 1.913 -2.629
H -1.991 3.078 -2.725
H -4.154 2.422 -1.532
H -4.849 -1.790 -1.230
H -1.396 -2.758 -2.034
H -3.024 -3.362 -1.697
H -3.962 -2.659 0.599
H -1.173 -2.541 3.813
H 1.829 -2.534 1.665
H 1.295 -3.236 3.199
H 0.492 -1.721 4.991
H 0.709 2.512 4.394
H 2.407 2.119 1.184
H 2.109 3.278 2.476
H 1.148 5.086 1.667
H -1.517 4.963 -1.678
H -0.260 6.860 2.253
H -1.878 6.819 1.556
H -0.912 8.306 1.465
H 1.786 6.971 0.728
H 1.117 8.403 -0.061
H 1.573 6.985 -1.023
H -2.186 7.008 -0.965
H -0.773 7.053 -2.027
H -1.135 8.429 -0.979
H 2.194 0.410 7.121
H 1.309 -1.112 7.081
H 0.948 0.078 8.343
H 0.991 2.601 6.637
H -0.254 2.158 7.813
H -0.711 2.585 6.159
H -1.175 -1.125 6.404
H -1.968 0.406 6.029
H -1.479 0.045 7.695
H 0.998 -4.676 0.725
H 2.236 -3.980 -0.352
H 0.897 -4.928 -1.035
H -5.268 -3.807 2.273
H -5.468 -2.071 1.997
H -5.985 -2.782 3.526
H -3.635 -4.583 4.149
H -4.457 -3.455 5.244
H -2.706 -3.377 5.043
H -3.962 -0.415 3.093
H -2.857 -0.910 4.371
H -4.607 -0.981 4.648
H -6.325 2.530 -2.082
H -6.095 2.567 -0.330
H -7.674 2.143 -1.005
H -6.777 0.326 -3.250
H -8.096 -0.015 -2.111
H -6.787 -1.186 -2.343
H -6.059 0.389 0.996
H -6.453 -1.131 0.191
H -7.699 0.110 0.372
O 9.610 -1.337 -1.706
C 8.928 -2.350 -1.957
O 9.287 -3.482 -2.339
C 7.395 -2.117 -1.968
C 6.520 -3.126 -2.328
C 5.147 -2.892 -2.333
N 4.618 -1.708 -2.009
C 5.464 -0.737 -1.656
C 6.845 -0.897 -1.621
C 4.879 0.590 -1.316
C 5.414 1.354 -0.279
C 4.882 2.601 -0.020
C 3.826 3.056 -0.797
C 3.346 2.220 -1.789
N 3.854 1.017 -2.052
C 4.223 -4.019 -2.673
C 4.661 -5.329 -2.462
C 3.836 -6.387 -2.794
C 2.593 -6.114 -3.335
C 2.229 -4.786 -3.497
N 3.011 -3.755 -3.170
H 6.954 -4.075 -2.611
H 7.514 -0.089 -1.357
H 6.219 0.954 0.322
H 5.266 3.202 0.795
H 3.355 4.014 -0.617
H 2.501 2.525 -2.400
H 5.635 -5.512 -2.032
H 4.163 -7.407 -2.629
H 1.910 -6.904 -3.619
H 1.265 -4.531 -3.922
N 0.013 -2.207 -4.564
C -0.170 -1.195 -5.606
C 0.863 -1.343 -6.718
C 2.307 -1.387 -6.219
C 2.714 -0.187 -5.369
N 4.084 -0.322 -4.878
H -0.648 -1.969 -3.826
H 0.905 -1.993 -4.122
H -0.124 -0.180 -5.190
H -1.174 -1.311 -6.023
H 0.739 -0.499 -7.408
H 0.657 -2.253 -7.289
H 2.984 -1.458 -7.077
H 2.481 -2.285 -5.621
H 2.044 -0.108 -4.508
H 2.565 0.738 -5.946
H 4.151 -0.054 -3.902
H 4.738 0.233 -5.411
```

The value obtained for the highest occupied orbital energy is -2.35 eV. The charge is -2. The calculated total energy is -3312.4920 Ha. The calculation puts the energy above the lowest of the compared OMol25 structures with the same formula, charge and spin at 9.9 kcal/mol.

The following is a quantum chemistry calculation of a molecular structure, C66H81Ge2N8O3S6V, from OMol25.

The geometry in XYZ format:
```
167
C66H81Ge2N8O3S6V (ωB97M-V/def2-TZVPD)
V 0.408 0.392 -0.221
N 1.208 2.395 -0.408
C 1.976 2.601 0.836
C 1.155 2.229 2.072
N 0.455 0.933 1.895
C 1.046 -0.254 2.546
C 0.222 -1.475 2.142
N 0.095 -1.584 0.670
H 1.848 2.364 -1.207
H 0.570 3.162 -0.590
H 2.356 3.624 0.927
H 2.831 1.931 0.785
H 0.400 2.992 2.274
H 1.815 2.194 2.942
H -0.498 1.018 2.236
H 1.067 -0.147 3.638
H 2.076 -0.352 2.203
H -0.793 -1.378 2.538
H 0.661 -2.372 2.585
H -0.719 -2.146 0.440
H 0.918 -2.033 0.270
C 3.353 -5.812 -5.709
C 2.739 -4.460 -5.959
C 3.448 -3.464 -6.612
C 2.913 -2.193 -6.797
C 3.739 -1.121 -7.452
C 1.633 -1.918 -6.314
C 0.874 -2.925 -5.705
C -0.543 -2.673 -5.266
C 1.448 -4.178 -5.528
C 1.069 -0.546 -6.503
C 0.373 -0.299 -7.687
C -0.185 0.939 -7.942
C -0.052 1.948 -7.001
C 0.640 1.730 -5.816
C 1.224 0.473 -5.555
Ge 1.968 0.117 -3.755
S 0.236 -0.263 -2.538
S 3.589 -1.442 -3.613
Ge 4.170 -0.150 -1.856
S 2.959 -0.582 -0.126
S 3.352 1.705 -2.851
C 6.112 0.035 -1.481
C 7.087 -0.118 -2.486
C 8.438 0.101 -2.203
C 8.863 0.467 -0.942
C 7.918 0.600 0.056
C 6.561 0.382 -0.189
C 5.743 0.541 1.062
C 5.367 1.817 1.479
C 5.531 3.001 0.562
C 4.838 1.987 2.757
C 4.661 0.914 3.618
C 4.135 1.116 5.016
C 5.020 -0.354 3.171
C 5.572 -0.556 1.913
C 5.954 -1.940 1.470
C 6.894 -0.540 -3.916
C 7.009 -1.890 -4.252
C 6.950 -2.969 -3.202
C 7.183 -2.243 -5.587
C 7.253 -1.288 -6.591
C 7.564 -1.676 -8.012
C 7.069 0.044 -6.241
C 6.892 0.436 -4.920
C 6.728 1.895 -4.583
C 0.715 2.864 -4.843
C -0.321 3.069 -3.928
C -1.573 2.233 -3.960
C -0.195 4.090 -2.989
C 0.910 4.931 -2.967
C 1.037 6.019 -1.933
C 1.891 4.756 -3.936
C 1.810 3.737 -4.876
C 2.883 3.581 -5.923
H 4.228 -5.971 -6.340
H 2.640 -6.615 -5.904
H 3.672 -5.903 -4.667
H 4.452 -3.668 -6.972
H 4.460 -1.561 -8.140
H 4.293 -0.563 -6.691
H 3.127 -0.407 -8.002
H -1.121 -2.192 -6.058
H -0.578 -2.015 -4.396
H -1.033 -3.612 -5.004
H 0.867 -4.956 -5.041
H 0.271 -1.105 -8.405
H -0.725 1.117 -8.865
H -0.488 2.925 -7.179
H 9.155 -0.028 -3.006
H 9.914 0.635 -0.738
H 8.219 0.868 1.062
H 6.582 3.285 0.461
H 4.984 3.865 0.942
H 5.165 2.779 -0.444
H 4.556 2.985 3.082
H 3.498 2.000 5.081
H 4.955 1.254 5.726
H 3.557 0.253 5.351
H 4.876 -1.209 3.825
H 5.909 -2.641 2.304
H 6.963 -1.963 1.052
H 5.264 -2.283 0.694
H 7.439 -2.665 -2.276
H 7.423 -3.884 -3.560
H 5.909 -3.204 -2.959
H 7.299 -3.293 -5.840
H 7.305 -2.717 -8.207
H 8.631 -1.557 -8.219
H 7.023 -1.050 -8.724
H 7.085 0.805 -7.016
H 6.847 2.511 -5.476
H 7.460 2.219 -3.841
H 5.736 2.084 -4.164
H -1.342 1.175 -4.091
H -2.220 2.547 -4.784
H -2.131 2.346 -3.029
H -0.987 4.229 -2.257
H 0.330 5.872 -1.115
H 0.835 7.002 -2.365
H 2.045 6.048 -1.515
H 2.755 5.414 -3.947
H 3.636 4.363 -5.820
H 2.458 3.634 -6.928
H 3.387 2.616 -5.837
O -8.068 5.300 2.357
S -7.534 4.005 2.721
O -6.252 4.038 3.401
O -8.488 3.067 3.282
C -7.151 3.259 1.101
N -8.155 3.116 0.230
C -7.853 2.563 -0.934
C -6.572 2.136 -1.266
C -5.612 2.323 -0.292
N -5.897 2.879 0.884
C -4.194 1.896 -0.416
C -3.215 2.643 0.235
C -1.931 2.156 0.284
N -1.540 1.003 -0.288
C -2.480 0.313 -0.949
C -3.801 0.724 -1.042
H -8.671 2.445 -1.639
H -6.348 1.699 -2.230
H -3.487 3.552 0.755
H -1.171 2.717 0.812
H -2.162 -0.618 -1.395
H -4.516 0.080 -1.537
C -2.015 -0.613 5.385
C -3.321 -1.344 5.106
N -3.364 -1.941 3.778
C -3.593 -1.401 2.564
S -3.334 -2.373 1.184
N -4.046 -0.153 2.416
C -4.573 0.812 3.389
C -5.991 0.482 3.823
H -2.021 -0.186 6.390
H -1.861 0.199 4.671
H -1.165 -1.293 5.305
H -4.178 -0.690 5.252
H -3.448 -2.166 5.810
H -2.970 -2.862 3.687
H -4.277 0.041 1.453
H -4.564 1.782 2.891
H -3.894 0.895 4.239
H -6.667 0.508 2.967
H -6.355 1.228 4.527
H -6.047 -0.509 4.280
```

The value obtained for the highest occupied orbital energy (alpha / beta) is -4.83 / -5.58 eV. The multiplicity is 4. The expectation value of S² is 3.76. The charge is -1. The calculated total energy is -10714.8165 Ha. The calculation puts the energy above the lowest of the compared OMol25 structures with the same formula, charge and spin at 0.0 kcal/mol.

The following is a quantum chemistry calculation of 17 unconnected molecules or ions with the total composition C66H87Br2N15O, from OMol25.

The geometry in XYZ format:
```
171
C66H87Br2N15O (ωB97M-V/def2-TZVPD)
C -5.356 0.385 -3.705
C -5.368 -0.541 -2.494
C -6.324 0.200 -1.586
O -6.083 1.586 -1.769
C -5.406 1.776 -3.036
H -6.280 0.147 -4.232
H -4.533 0.197 -4.394
H -4.368 -0.658 -2.079
H -5.782 -1.513 -2.763
H -6.328 -0.022 -0.519
H -7.337 -0.026 -1.921
H -4.356 2.053 -2.948
H -5.891 2.496 -3.696
Br 3.424 -0.903 -2.851
C 3.033 -2.513 -3.857
C 1.545 -2.904 -3.695
Br 1.343 -4.449 -4.940
H 3.630 -3.315 -3.423
H 3.319 -2.334 -4.893
H 0.975 -2.028 -4.006
H 1.295 -3.217 -2.681
N -0.220 -1.816 4.052
C -0.219 -2.752 3.108
C -0.875 -3.916 3.511
C -1.160 -3.683 4.806
C -0.746 -2.385 5.210
H 0.271 -0.943 3.929
H 0.228 -2.537 2.149
H -0.961 -4.825 2.934
H -1.655 -4.454 5.378
H -0.821 -1.859 6.151
N 1.589 -8.598 -2.205
C 0.245 -8.614 -2.280
C -0.171 -7.322 -1.971
C 0.936 -6.476 -1.800
C 2.028 -7.327 -1.931
H 2.087 -9.476 -2.233
H -0.310 -9.520 -2.478
H -1.183 -6.965 -1.845
H 0.943 -5.398 -1.728
H 3.087 -7.207 -1.756
N -4.298 -3.771 -0.771
C -3.341 -3.834 0.215
C -2.129 -3.958 -0.410
C -2.313 -4.018 -1.747
C -3.636 -3.745 -1.938
H -5.300 -3.643 -0.783
H -3.697 -3.826 1.235
H -1.252 -4.130 0.195
H -1.507 -4.140 -2.457
H -4.282 -3.548 -2.782
N -1.153 -7.437 1.699
C -2.351 -6.802 1.832
C -2.783 -7.056 3.119
C -1.878 -7.916 3.749
C -0.801 -8.040 2.856
H -0.561 -7.422 0.881
H -2.711 -6.201 1.010
H -3.687 -6.672 3.569
H -2.031 -8.300 4.747
H 0.192 -8.445 2.988
N 2.048 5.250 5.039
C 1.333 6.416 4.902
C 0.815 6.496 3.579
C 1.313 5.397 2.915
C 2.006 4.625 3.872
H 2.485 4.896 5.877
H 1.254 7.030 5.788
H 0.077 7.210 3.244
H 0.997 5.072 1.934
H 2.481 3.671 3.695
N -3.254 -1.445 3.195
C -4.495 -1.907 3.053
C -5.190 -0.866 2.513
C -4.314 0.149 2.234
C -3.084 -0.182 2.710
H -2.443 -2.000 3.431
H -4.780 -2.910 3.335
H -6.241 -0.984 2.296
H -4.531 1.112 1.795
H -2.125 0.315 2.691
N 2.814 6.862 -1.141
C 1.881 6.230 -1.929
C 2.515 5.508 -2.944
C 3.868 5.842 -2.799
C 4.047 6.680 -1.697
H 2.649 7.434 -0.325
H 0.837 6.301 -1.664
H 1.993 4.858 -3.631
H 4.697 5.482 -3.390
H 4.863 7.192 -1.209
N 1.786 0.570 2.580
C 2.640 -0.032 3.420
C 2.467 0.425 4.702
C 1.351 1.281 4.679
C 0.932 1.351 3.359
H 1.738 0.365 1.592
H 3.331 -0.767 3.034
H 2.914 0.078 5.622
H 0.889 1.747 5.538
H 0.094 1.795 2.843
N -0.408 -1.067 -0.499
C -1.044 0.128 -0.294
C -0.033 1.147 -0.225
C 1.178 0.530 -0.436
C 0.956 -0.833 -0.561
H -0.905 -1.945 -0.494
H -2.118 0.150 -0.179
H -0.229 2.183 0.013
H 2.121 1.045 -0.546
H 1.725 -1.577 -0.704
N -1.277 4.240 4.023
C -2.027 4.262 5.141
C -3.302 3.797 4.834
C -3.336 3.558 3.453
C -2.102 3.802 2.998
H -0.289 4.420 3.920
H -1.604 4.511 6.103
H -4.103 3.650 5.543
H -4.094 3.102 2.835
H -1.667 3.753 2.011
N 5.496 3.732 -5.801
C 4.207 3.315 -5.606
C 4.257 2.072 -4.919
C 5.598 1.865 -4.713
C 6.385 2.920 -5.127
H 5.861 4.549 -6.271
H 3.413 3.839 -6.118
H 3.396 1.459 -4.698
H 5.863 0.987 -4.143
H 7.453 3.076 -5.137
N 4.112 3.631 -0.432
C 4.734 2.449 -0.811
C 4.900 1.617 0.293
C 4.392 2.434 1.382
C 3.861 3.630 0.934
H 3.879 4.438 -0.993
H 4.940 2.349 -1.866
H 5.349 0.635 0.271
H 4.352 2.132 2.419
H 3.360 4.471 1.390
N 3.874 -2.748 1.388
C 2.791 -3.381 1.859
C 2.269 -4.115 0.868
C 3.129 -4.062 -0.240
C 4.090 -3.102 0.077
H 4.440 -2.096 1.913
H 2.513 -3.174 2.882
H 1.359 -4.693 0.932
H 3.040 -4.593 -1.176
H 4.960 -2.658 -0.384
N -1.713 3.617 -1.809
C -2.691 3.443 -0.893
C -3.171 4.696 -0.507
C -2.372 5.691 -1.051
C -1.551 4.982 -1.965
H -1.227 2.901 -2.329
H -2.960 2.465 -0.523
H -3.917 4.799 0.267
H -2.323 6.770 -1.065
H -0.906 5.337 -2.755
N -0.072 0.549 -3.261
C -1.260 0.496 -4.045
C -1.193 1.547 -4.906
C -0.084 2.362 -4.489
C 0.610 1.698 -3.532
H 0.161 -0.034 -2.470
H -1.999 -0.280 -3.912
H -2.015 1.827 -5.548
H 0.078 3.382 -4.805
H 1.499 1.934 -2.965
```

The value obtained for the highest occupied orbital energy is -7.66 eV. The calculated total energy is -8611.5259 Ha.